1.
Molecular formula: C25H25AlN4O4S5
Method: DFT, the ωB97M-V functional and the def2-TZVPD basis

Last column: natural (NBO) charge in e.
Element x y z (Å)
Al -0.28401 0.40632 0.29914  1.87
S -1.64260 0.84858 -1.60708  -0.38
C -1.14836 2.55069 -1.72776  -0.04
C -2.23324 3.39487 -2.05518  0.31
N -3.17578 4.02235 -2.26265  -0.38
C -0.02288 3.01959 -0.85020  0.29
S 0.46009 4.04248 1.81829  -0.48
C -0.02204 4.43685 -0.51422  0.27
N -0.06256 5.55660 -0.82648  -0.45
C 2.35446 2.03973 3.32533  -0.69
C 1.57110 1.68642 2.10085  0.32
N 0.98976 0.58289 1.88247  -0.26
O 0.96346 -0.43409 2.82476  -0.57
C 1.35954 2.67335 1.00728  0.00
C 2.68901 3.18325 0.43343  -0.63
N 0.52949 2.08292 0.00218  -0.93
O 0.12506 2.84053 -2.26074  -0.49
H 2.18239 1.29887 4.10473  0.22
H 2.04541 3.03017 3.65591  0.27
H 3.41731 2.06492 3.08899  0.21
H 0.28326 -0.99740 2.41592  0.50
H 3.27776 3.68174 1.20328  0.20
H 2.47439 3.89457 -0.36206  0.23
H 3.25688 2.34234 0.02601  0.18
C -2.69821 1.59485 2.57547  -0.63
C -2.54092 0.09640 2.29419  0.29
C -3.86184 -0.44914 1.72341  -0.63
C -2.18482 -0.67361 3.58356  -0.63
O -1.51733 -0.09191 1.38517  -1.02
H -3.49432 1.78988 3.29370  0.18
H -2.92315 2.09694 1.63604  0.23
H -1.75853 1.99857 2.94680  0.24
H -4.68217 -0.23682 2.40839  0.18
H -3.78583 -1.52440 1.56830  0.19
H -4.05137 0.02401 0.76308  0.23
H -2.96689 -0.58852 4.33683  0.19
H -1.25602 -0.27912 3.98693  0.22
H -2.03374 -1.72757 3.34427  0.19
O 0.58822 -1.00851 -0.22950  -0.97
C 0.65822 -1.74145 -1.38375  0.22
C -0.67642 -2.38539 -1.67469  -0.20
C -1.74146 -2.40724 -0.83454  -0.21
C -2.81944 -3.17614 -1.32622  -0.26
C -2.54759 -3.74839 -2.52459  -0.43
S -0.96529 -3.34926 -3.08228  0.40
C 1.60786 -2.89844 -1.16002  -0.17
C 2.13463 -3.78415 -2.04827  -0.29
C 2.88093 -4.80308 -1.41664  -0.26
C 2.90109 -4.66323 -0.06518  -0.45
S 2.01592 -3.27772 0.46540  0.49
C 1.20060 -0.90673 -2.52220  -0.18
C 2.14415 0.05875 -2.36909  -0.24
C 2.52368 0.67199 -3.58099  -0.22
C 1.88165 0.14519 -4.65112  -0.44
S 0.77649 -1.09424 -4.18636  0.41
H -1.74774 -1.85317 0.08509  0.26
H -3.75210 -3.29084 -0.79980  0.21
H -3.16815 -4.38160 -3.12744  0.21
H 1.98171 -3.69372 -3.10880  0.23
H 3.36251 -5.60448 -1.95346  0.20
H 3.37600 -5.29753 0.65689  0.21
H 2.53129 0.32897 -1.40402  0.24
H 3.23483 1.47763 -3.63900  0.21
H 1.98563 0.40471 -5.68776  0.22

Forces on atoms 1 to 2 (eV/Å):
0.2 1.5 -0.6
-0.2 -0.1 -0.1

**E_HOMO**: -1.12 eV
**Frontier orbital gap**: 0.186 Ha
**Energy relative to the best compared isomer or geometry (same formula, charge and spin)**: 0.0 kJ/mol
**Total charge**: -2

2.
Molecular formula: C25H25AuF5N2O2PSSe2
Method: DFT, the ωB97M-V functional and the def2-TZVPD basis

Last column: Mulliken spin population.
Element x y z (Å)
Au 0.38080 -0.27970 0.06520  0.27
O 3.39910 0.98690 5.48600  0.00
C 3.86120 0.33610 4.32590  0.00
C 2.79170 0.42870 3.21300  0.02
C 2.47410 1.91920 2.96420  0.05
O 3.37860 2.55860 2.10530  0.04
C 1.55440 -0.29120 3.74210  0.01
Se -0.04890 -0.49470 2.59350  0.22
C 3.34690 -0.27180 1.97070  -0.03
Se 2.89370 0.54670 0.26070  1.03
H 3.97800 0.76590 6.22260  0.00
H 4.07130 -0.72170 4.53140  0.00
H 4.79440 0.80510 3.97370  0.00
H 2.42560 2.42650 3.93340  0.01
H 1.49810 1.99570 2.47640  -0.05
H 4.24720 2.60180 2.51980  0.00
H 1.19000 0.22750 4.63050  0.01
H 1.81720 -1.31660 4.01490  0.00
H 2.97580 -1.29820 1.92440  0.01
H 4.43940 -0.30450 1.99210  0.00
F -4.44880 -6.66720 0.58710  0.00
C -3.79730 -5.53700 0.28590  0.00
C -2.79710 -5.05540 1.12730  0.00
F -2.48260 -5.73630 2.23710  0.00
C -2.13060 -3.87630 0.82150  -0.01
F -1.17240 -3.43420 1.64880  0.00
C -2.43850 -3.14700 -0.33290  0.01
S -1.70330 -1.65800 -0.79500  0.25
C -3.43910 -3.66440 -1.17030  0.00
F -3.75750 -3.00370 -2.29170  0.00
C -4.11510 -4.83320 -0.87290  0.00
F -5.06890 -5.28670 -1.69530  0.00
C -0.79860 -0.27590 -3.47080  0.03
P 0.56360 0.07790 -2.31510  0.06
C 1.94210 -0.86830 -3.04250  0.00
C 0.93680 1.82460 -2.58990  0.01
C -0.11720 2.72210 -2.75520  0.00
C 0.12290 4.08230 -2.78960  0.00
C 1.41070 4.56420 -2.62020  0.01
C 2.46250 3.67870 -2.45190  0.00
C 2.23160 2.31500 -2.43860  0.02
H -1.73220 0.08500 -3.04330  0.00
H -0.87970 -1.35780 -3.57320  0.00
H -0.60930 0.19370 -4.43690  0.00
H 2.13990 -0.55450 -4.06880  0.00
H 1.64670 -1.91810 -3.02730  0.00
H 2.83790 -0.75620 -2.43120  -0.01
H -1.12770 2.35220 -2.85320  0.00
H -0.70050 4.76730 -2.93510  0.00
H 1.58970 5.62860 -2.62500  0.00
H 3.46710 4.05160 -2.32010  0.00
H 3.06150 1.63170 -2.31340  0.00
N -4.28870 5.92950 -0.01070  0.00
C -3.59390 5.02060 0.03360  0.00
C -2.73840 3.89120 0.07610  0.00
C -1.37100 4.04450 0.30980  0.00
C -0.58130 2.90860 0.31500  -0.02
N -1.07630 1.69580 0.12770  0.03
C -2.37550 1.54550 -0.07780  -0.01
C -3.25540 2.61100 -0.12600  0.00
H -0.94390 5.02090 0.47700  0.00
H 0.48970 2.96850 0.46440  0.02
H -2.71370 0.52790 -0.21770  0.00
H -4.30730 2.45850 -0.31390  0.00

Forces on atoms 1 to 2 (eV/Å):
0.2 -0.5 0.4
-0.1 0.1 0.3

**E_HOMO (alpha / beta)**: -6.80 / -7.26 eV
**Frontier orbital gap (alpha / beta)**: 0.236 / 0.173 Ha
**Energy relative to the best compared isomer or geometry (same formula, charge and spin)**: 162.7 kJ/mol
**Spin multiplicity**: 3

3.
Molecular formula: C25H25Br2F4IO3
Method: DFT, the ωB97M-V functional and the def2-TZVPD basis

Last column: natural (NBO) charge in e.
Element x y z (Å)
C -1.87511 2.74460 1.82311  -0.61
C -1.45988 1.98307 0.55902  -0.41
C 0.05137 1.71766 0.51133  -0.44
C 0.50793 0.50424 -0.26782  -0.01
C 0.47908 0.52469 -1.66576  0.02
C -0.10572 1.65935 -2.47037  -0.47
C -1.59283 1.58872 -2.83887  -0.27
C -1.91981 2.52689 -3.99701  -0.63
I -2.26233 -0.39388 -3.32451  0.07
C 1.01940 -0.53961 -2.38602  -0.15
C 1.59189 -1.61291 -1.73338  -0.12
C 1.56507 -1.67282 -0.33068  -0.17
C 0.99085 -0.63299 0.40956  0.13
C 0.94895 -0.68801 1.92135  -0.48
C -0.43265 -0.57308 2.56933  -0.46
C -1.31197 -1.80039 2.76381  0.25
F -2.34237 -1.38172 3.57827  -0.34
Br -0.40799 -3.18264 3.75851  0.06
C -2.01587 -2.29605 1.43097  0.59
F -1.79666 -1.36166 0.47747  -0.33
F -3.34159 -2.34661 1.63669  -0.31
Br -1.48642 -3.99852 0.69381  0.05
C 2.23647 -2.85691 0.28315  0.63
O 1.88230 -3.38790 1.31007  -0.54
C 3.41700 -3.38263 -0.47133  -0.11
C 4.47624 -3.96904 0.21130  -0.24
C 5.52660 -4.46252 -0.53730  0.41
F 6.57508 -5.01342 0.09433  -0.32
C 5.54800 -4.41816 -1.92320  -0.27
C 4.47120 -3.85778 -2.59119  -0.13
C 3.41042 -3.32503 -1.86528  -0.14
C 2.26207 -2.67158 -2.53632  0.56
O 1.92570 -2.94615 -3.66632  -0.51
H -2.94957 2.72207 1.97328  0.24
H -1.35236 2.37739 2.70437  0.20
H -1.60289 3.79616 1.71348  0.20
H -2.00757 1.04285 0.49667  0.21
H -1.72415 2.61210 -0.28796  0.20
H 0.54192 2.59227 0.07920  0.22
H 0.44145 1.65128 1.52311  0.21
H 0.46322 1.73774 -3.39605  0.22
H 0.03823 2.59900 -1.93335  0.22
H -2.20369 1.87953 -1.99203  0.22
H -2.91503 2.33028 -4.38469  0.23
H -1.89705 3.55624 -3.63740  0.21
H -1.20581 2.40161 -4.80762  0.21
H 1.02122 -0.52468 -3.46655  0.24
H 1.52258 0.16585 2.28367  0.22
H 1.45781 -1.57048 2.28976  0.26
H -0.30316 -0.19986 3.58449  0.24
H -1.04938 0.15272 2.04606  0.24
H 4.45646 -4.03736 1.28854  0.25
H 6.39701 -4.82401 -2.45247  0.24
H 4.46200 -3.82590 -3.67041  0.24
C -4.63728 5.79090 2.91682  -0.25
O -4.48192 4.41450 3.24023  -0.72
H -4.02976 5.97891 2.03481  0.18
H -5.67607 6.03785 2.68331  0.16
H -4.28829 6.43886 3.72496  0.16
H -5.01233 4.22696 4.01903  0.47

Forces on atoms 1 to 2 (eV/Å):
0.2 0.3 -0.4
0.0 0.2 0.5

**E_HOMO**: -9.05 eV
**Frontier orbital gap**: 0.306 Ha
**SMILES**: CCCc1c(C[C@@H](C)I)cc2c(c1CC[C@](F)(Br)C(F)(F)Br)C(=O)c1cc(F)ccc1C2=O.CO